The following is a quantum chemistry calculation of a cluster of 2 separate species, C6H10O in total, from the Open Molecules 2025 dataset.

The geometry in ORCA input format:
```
! RIJCOSX wB97M-V def2-TZVPD def2/J DEFGRID3
* xyz 0 1
C 0.75 -0.10 -2.40
C -0.57 -0.30 -2.34
C 0.89 1.30 -0.05
C 0.89 0.44 1.19
C -0.34 0.37 2.11
C -0.71 -0.87 1.28
O 0.56 -0.84 0.59
H 1.45 -0.75 -1.88
H 1.17 0.71 -2.98
H -1.28 0.33 -2.86
H -0.98 -1.12 -1.75
H -0.17 1.59 -0.23
H 1.86 0.42 1.69
H -0.10 0.13 3.15
H -1.03 1.21 2.08
H -0.84 -1.81 1.82
H -1.54 -0.73 0.58
*
```

## Properties
DFT total energy ... -309.61890 Ha
Gap between HOMO and LUMO (spin up / spin down) ... 8.10 / 8.11 eV
HOMO (spin up / spin down) ... -8.52 / -8.52 eV
ΔE to the lowest compared entry with this formula, charge and spin ... 586.7 kJ/mol
E_LUMO (spin up / spin down) ... -0.41 / -0.42 eV
Largest force on an atom ... 0.34 eV/Å

Atomic partial charges in e from the natural (NBO) method, atoms 1 to 5: number 1, C, carries -0.3589; number 2, C, carries -0.4095; number 3, C, carries 0.0145; number 4, C, carries -0.0735; number 5, C, carries -0.4604